Entry 1:
This record from the OMol25 dataset describes a molecular structure, C45H32MnN6S. The level of theory is wB97M-V/def2-TZVPD.

Positions of all 85 atoms, in Å:
Mn 0.194616 -0.277556 -0.416556
S 0.256605 -0.301349 2.176506
N 0.116243 -2.880028 2.713774
N -0.248285 -2.083165 -0.865974
N 0.613609 1.569835 -0.609507
N -1.662446 0.139539 -0.630498
N 2.021426 -0.648784 -0.898747
N 2.233855 -2.030908 2.452111
C -0.138994 -4.260771 -1.503552
C -3.039833 5.456724 -4.120437
C 2.505760 -1.624299 -1.744128
C -1.220934 -4.128823 -0.683200
C -1.325877 -2.746644 -0.328003
C -3.659164 0.996393 -1.285983
C 5.888023 2.533293 3.026251
C 3.948127 1.804494 1.117706
C 0.914189 -1.845826 2.454360
C 4.855545 3.401242 2.704910
C 3.063901 0.141213 -0.532706
C -2.090434 3.456271 -2.408604
C 3.484407 -4.366799 -2.994450
C 0.491014 -2.984255 -1.581123
C -1.780236 4.911527 -4.323907
C -0.204926 2.557348 -1.090862
C -3.589335 -3.924080 1.484703
C 1.753105 -2.731385 -2.141696
C -1.526434 2.379016 -1.565468
C -2.250068 1.226936 -1.234510
C 3.890225 3.038376 1.784475
C -3.908779 -0.163486 -0.610345
C -3.876959 -1.641646 2.158855
C 2.277347 -3.687898 -3.142019
C 4.252441 -0.329931 -1.171497
C 3.937208 -5.214412 -3.993606
C -3.328335 -2.566343 1.253483
C -4.926880 -3.399440 3.418095
C 4.964895 0.913413 1.509734
C 1.520524 -3.894534 -4.298042
C -4.664933 -2.052185 3.219767
C 0.464862 3.808274 -0.937225
C -2.643606 -0.712808 -0.244131
C -3.823169 5.002148 -3.071019
C -3.354602 4.013777 -2.220609
C -1.313425 3.918042 -3.481389
C 1.661424 3.560057 -0.328819
C 3.894719 -1.383352 -1.962816
C -2.418442 -2.038738 0.230181
C -4.380651 -4.329832 2.544263
C 5.918592 1.275060 2.443657
C 3.189553 -5.397301 -5.147606
C 1.767711 2.146050 -0.152936
C 2.916829 1.374724 0.170735
C 1.976597 -4.740194 -5.295843
H 2.425519 4.292001 -0.133987
H 2.655302 -2.922033 2.655884
H 4.054690 -4.249618 -2.081101
H 4.531742 -1.937016 -2.631779
H 4.877217 -5.735501 -3.867826
H 3.551622 -6.056802 -5.924996
H 3.064243 3.706924 1.609654
H 6.690488 0.568308 2.719768
H 2.826852 -1.232639 2.293871
H 5.223105 0.131542 -1.098009
H 0.584039 -3.362713 -4.412372
H -3.959902 3.702323 -1.379780
H -0.351193 3.463345 -3.672316
H -3.634755 -0.592832 2.051054
H -3.194714 -4.674973 0.820835
H -5.543131 -3.717710 4.247892
H 0.215363 -5.156048 -1.987771
H -3.409030 6.227595 -4.783690
H 4.996689 -0.082565 1.092037
H 0.465016 -3.783563 2.990465
H -4.573136 -5.384537 2.692316
H -4.866260 -0.634074 -0.455672
H 6.644992 2.820496 3.743519
H -5.055904 -1.313634 3.907301
H -1.904605 -4.916761 -0.425535
H 1.383669 -4.883900 -6.189443
H 4.794451 4.369639 3.184044
H -4.382992 1.636336 -1.760741
H -0.880417 -2.728727 2.714215
H -1.160913 5.260043 -5.139759
H -4.805301 5.426506 -2.909098
H 0.060752 4.768113 -1.209435

Force components x, y, z for each atom (eV/Å):
0.0 -0.1 0.1
-0.1 0.2 -0.2
0.0 -0.1 0.0
-0.2 -0.7 -0.1
0.1 0.7 -0.1
-0.6 0.1 0.1
0.7 -0.1 0.0
0.0 -0.1 0.0
-0.1 0.0 0.0
0.0 0.0 -0.1
-0.1 -0.1 0.0
0.1 -0.2 0.1
-0.1 0.3 0.0
-0.1 -0.1 0.0
0.0 0.0 0.0
0.3 0.1 0.2
0.0 -0.1 0.1
0.0 0.1 0.0
-0.1 0.2 0.1
0.0 0.2 -0.2
0.0 0.0 0.1
0.3 0.1 -0.1
0.0 0.0 0.0
-0.3 0.0 -0.2
0.0 0.1 -0.1
-0.1 0.1 0.2
0.3 -0.1 0.3
0.2 0.1 -0.1
0.0 -0.1 -0.1
-0.1 0.2 0.0
0.1 0.0 -0.1
0.0 -0.1 -0.1
0.0 -0.1 0.0
0.0 0.0 0.0
-0.3 -0.1 0.2
0.0 0.1 0.0
-0.1 0.1 0.0
0.1 0.0 0.1
-0.1 0.0 0.1
0.1 -0.1 0.1
0.2 -0.3 0.2
-0.1 0.0 0.0
0.1 0.0 0.2
-0.1 -0.1 0.1
-0.1 0.1 -0.1
0.1 0.1 0.0
0.3 0.2 -0.4
0.0 -0.1 0.1
0.1 0.0 0.0
0.0 0.0 0.0
0.1 -0.2 0.0
-0.3 -0.2 -0.3
0.0 0.0 0.0
0.0 0.0 0.0
0.0 0.0 0.0
0.0 0.0 0.0
0.0 0.0 0.0
0.0 0.0 0.0
0.0 0.0 0.0
0.0 0.0 0.1
0.0 0.0 0.0
0.0 0.0 0.0
0.0 0.0 0.0
0.0 0.0 0.0
0.0 0.0 0.0
0.1 0.0 0.0
0.0 0.0 0.0
-0.1 0.0 0.1
0.0 0.0 0.0
0.0 0.0 0.0
0.0 0.0 0.0
0.0 0.0 0.0
0.0 0.0 -0.1
0.0 0.0 0.0
0.0 0.0 0.0
0.0 0.0 0.0
0.0 0.0 0.0
0.1 0.0 -0.1
0.0 0.0 0.0
0.0 0.0 0.0
0.0 -0.1 0.0
0.0 0.0 0.0
0.0 0.0 0.0
0.0 0.0 0.0
0.0 0.0 -0.1

Results
HOMO energy (alpha / beta): -9.1360 / -9.2756 eV
total charge: +1
maximum force: 0.8 eV/A
multiplicity: 5
frontier orbital gap (alpha / beta): 5.0 / 5.1 eV
⟨S²⟩: 6.241

***

Entry 2:
This record from the OMol25 dataset describes a molecular structure, C45H34N6P2S2Se3Y. The level of theory is wB97M-V/def2-TZVPD.

Positions of all 93 atoms, in Å:
Y -0.382249 0.474277 -2.546600
Se -1.601030 -1.268013 -4.486284
Se -3.777997 -1.044572 3.810836
Se 2.361214 1.170865 -0.366476
S 1.706034 -1.400874 -3.026654
S -1.394601 5.194303 -1.474279
P 1.691551 -0.337527 0.957790
P -1.721857 -0.925887 3.399690
N 1.535644 1.074664 -3.886272
N -2.327727 -0.644315 0.798421
N -6.219279 -0.216756 -4.303016
N -1.433918 2.247356 -4.177578
N -1.843242 -0.475914 -0.403057
N -0.529854 -0.370806 -0.354493
C 2.302717 -0.073150 2.645518
C 1.870367 2.158599 -4.595524
C 2.257252 -2.000692 0.529084
C -2.428484 4.284566 -5.782923
C 0.149001 -5.045597 4.251670
C -5.331351 0.406118 -3.528576
C -1.619603 3.483638 -3.670615
C -5.721799 -1.155973 -5.108489
C -4.382516 -1.495240 -5.183386
C -0.943454 0.390994 4.371844
C -1.288651 -0.647290 1.668723
C 3.296764 0.344938 5.209084
C 3.981264 -3.419872 -0.353618
C 2.974588 2.193488 -5.414612
C -0.112970 -0.460908 0.918323
C -0.583187 3.166615 -0.156633
C 1.946595 -4.384602 0.490813
C 0.052302 -2.695260 4.757110
C -0.910597 -2.513701 3.773947
C 2.260155 -0.060716 -3.958909
C -2.234469 3.013745 -6.301432
C -1.356989 -3.615508 3.041946
C 3.511235 -2.152449 -0.056649
C -0.991075 0.324191 5.765788
C 0.582183 -3.959174 4.993484
C 1.471631 -3.115640 0.791861
C -1.270902 3.653274 -2.263965
C 2.663196 1.206083 3.055835
C -2.118682 4.523876 -4.459448
C -3.447541 -0.834019 -4.382669
C 3.406324 -0.086419 -4.780693
C 3.752291 1.033221 -5.495403
C -0.097356 2.549736 5.915383
C -0.810163 2.632111 -1.469686
C -0.078561 2.633709 4.534033
C -0.842509 4.494999 -0.009262
C 2.472752 -1.146302 3.514255
C -1.739353 2.033418 -5.461617
C 2.961901 -0.936047 4.795312
C -3.971129 0.144104 -3.532126
C 3.201693 -4.536405 -0.077444
C -0.553542 1.389072 6.531697
C 3.154211 1.412982 4.333976
C -0.495093 1.555779 3.763312
C -0.826729 -4.871269 3.275826
H 1.326212 -5.249062 0.690816
H 3.677551 0.510541 6.209981
H -0.739147 5.101061 0.879529
H -0.491116 1.636427 2.681709
H 0.262352 3.536182 4.041896
H -4.066467 -2.273733 -5.866366
H -1.575083 1.020180 -5.807924
H -2.128404 -3.480672 2.290399
H -5.723114 1.164751 -2.856884
H 3.568864 -5.525300 -0.324328
H -3.338436 0.707966 -2.858214
H -2.264943 5.504817 -4.027476
H 0.483567 -2.994930 1.213380
H -1.177637 -5.716112 2.696019
H -0.205236 2.564289 0.660930
H 0.409364 -1.850237 5.330366
H 3.223185 3.085995 -5.970680
H 3.988160 -0.995689 -4.837627
H 3.423409 2.414559 4.646997
H 0.564997 -6.029029 4.432267
H -0.590854 1.324704 7.612080
H 1.337439 -4.088513 5.759586
H -2.821111 5.081402 -6.402701
H 4.949094 -3.537517 -0.824316
H 1.214661 3.013856 -4.476076
H -6.438672 -1.675518 -5.738836
H 2.232958 -2.151808 3.192425
H 2.565211 2.032306 2.361600
H 4.089984 -1.273724 -0.309732
H 4.632842 1.010816 -6.127335
H 0.229784 3.389781 6.515904
H 3.084840 -1.778871 5.465474
H -2.467537 2.771679 -7.328951
H -1.411158 -0.550420 6.248916

Force components x, y, z for each atom (eV/Å):
0.3 -0.1 -0.2
-0.1 -0.2 0.3
0.0 0.0 0.0
0.0 0.0 0.1
0.0 0.1 -0.1
0.0 0.1 0.1
0.0 0.1 -0.1
0.0 -0.1 0.0
-0.3 0.1 0.0
0.0 0.1 0.0
0.0 0.0 0.0
0.0 0.1 -0.1
-0.1 0.0 0.1
0.0 0.0 0.0
0.0 -0.1 0.0
0.1 0.0 0.0
0.1 0.0 0.0
0.0 0.0 0.0
0.0 0.0 0.0
0.0 0.0 0.0
0.0 0.0 0.0
0.0 0.0 0.0
0.0 0.0 0.0
0.0 0.0 0.0
0.0 0.1 -0.1
0.0 0.0 0.0
0.0 0.0 0.0
-0.1 0.0 0.0
-0.2 -0.1 0.0
0.0 -0.1 0.1
0.0 0.0 0.0
0.0 0.0 0.0
0.0 0.0 0.1
0.1 -0.1 0.0
0.0 -0.1 0.0
0.0 0.0 -0.1
-0.1 0.0 0.0
0.0 -0.1 0.0
0.0 0.0 0.0
0.0 0.0 0.0
0.1 -0.3 -0.2
0.0 0.0 0.0
0.0 0.0 -0.1
-0.2 0.2 0.0
0.0 0.0 0.0
0.0 -0.1 0.0
0.0 0.0 0.0
-0.1 0.3 0.1
0.0 0.0 0.0
0.0 0.0 0.0
0.0 0.0 0.0
0.1 0.0 0.1
0.0 0.0 0.0
0.0 -0.1 0.0
0.0 0.0 0.0
0.0 0.0 0.0
0.0 0.0 0.0
0.0 0.0 -0.1
0.0 0.0 0.0
0.0 0.0 0.0
0.0 0.0 0.0
0.0 0.0 0.0
0.0 0.0 0.1
0.0 0.0 0.0
0.0 0.0 0.0
0.0 0.0 0.0
0.0 0.0 0.0
0.0 0.0 0.0
0.0 0.0 0.0
0.0 0.0 0.1
0.0 0.0 0.0
-0.1 0.0 0.0
0.0 0.0 0.0
0.0 0.0 0.0
0.0 0.0 0.0
0.0 0.0 0.0
0.0 0.0 0.0
0.0 0.0 0.0
0.0 0.0 0.0
0.0 0.0 0.0
0.0 0.0 0.0
0.0 0.0 0.0
0.0 0.0 0.0
0.0 0.0 0.0
0.0 0.0 0.0
0.0 0.0 0.0
0.0 0.0 0.0
0.0 0.0 0.0
0.0 0.0 0.0
0.0 0.0 0.0
0.0 0.0 0.0
0.0 0.0 0.0
0.0 0.0 0.0

Results
HOMO energy: -4.8283 eV
total charge: -1
relative energy (zero: lowest compared OMol25 entry of this formula, charge and spin): 38.1 kJ/mol
maximum force: 0.4 eV/A
multiplicity: 1
frontier orbital gap: 7.0 eV